{
  "formula": "C2H6O4Si",
  "method": "ωB97M-V with the def2-TZVPD basis set",
  "symbols": ["Si", "O", "O", "O", "O", "C", "C", "H", "H", "H", "H", "H", "H"],
  "coordinates": [[-0.6722, 1.7879, 0.2394], [-0.8019, -0.4711, 0.4794], [0.7982, 1.5109, 0.0350], [0.3043, -0.9093, -1.3287], [-1.7148, 1.8253, -1.0441], [1.3534, -1.6096, 0.6165], [0.1701, -0.8922, -0.0316], [2.2510, -1.2379, 0.1831], [-2.5801, 2.2937, -1.0346], [-0.1222, -0.1898, -1.7743], [1.2898, -1.6929, 1.7683], [-1.4988, 2.2323, 1.5213], [1.2233, -2.6474, 0.3703]],
  "forces_ev_per_a": [[-2.33, -0.50, 0.84], [-3.40, 1.92, 2.50], [0.86, 0.94, -0.07], [1.56, -0.89, -1.25], [-0.37, 0.72, 0.29], [-1.98, -0.42, 2.13], [3.18, -2.13, -0.55], [0.75, 0.29, 0.08], [1.08, -0.61, 0.23], [-0.89, 0.74, -0.25], [0.26, 0.99, -1.90], [1.13, -0.41, -1.37], [0.15, -0.64, -0.67]],
  "mulliken_charge": [0.56, -0.59, -0.52, -0.41, -0.45, -1.01, 0.86, 0.29, 0.32, 0.39, 0.29, -0.07, 0.35],
  "homo_lumo_gap_ev": 10.9,
  "de_lowest_kcal_mol": 61.6,
  "energy_ha": -670.31616
}